# 1
C22H53I2N2O8 | the ωB97M-V functional and the def2-TZVPD basis

XYZ file:
```
87
Properties=species:S:1:pos:R:3:forces:R:3:lowdin_charge:R:1
C -2.8585 0.8821 5.2435 -1.0 -1.2 0.7 -0.157
C -2.8708 -0.1211 3.9348 0.0 2.3 -1.0 -0.757
I -3.9927 -2.0134 4.3124 0.6 1.2 0.2 0.747
C -1.4051 -0.3687 3.2467 -0.5 1.0 0.7 -0.639
I -1.7369 -1.7086 1.5093 0.2 0.7 0.4 0.900
C -0.2274 -0.8807 4.2611 -0.5 -2.6 -2.5 -0.438
N 0.8703 0.1727 4.2198 -2.5 4.9 6.0 0.111
C 0.6720 1.1560 5.1571 2.1 0.8 4.5 -0.023
O 0.7394 1.9673 6.2488 -0.7 -6.5 -9.4 0.030
C -0.6021 -1.6225 5.6757 3.1 1.0 1.8 -0.066
C 0.9475 -2.1508 6.0112 0.1 -0.5 -4.0 0.111
N 1.5421 -2.4413 4.7785 -1.6 1.0 4.4 0.052
C 0.5813 -2.1881 3.5987 0.4 -0.3 0.4 -0.155
H -3.9341 1.3775 5.3776 2.6 -1.1 -0.6 0.088
H -2.7233 0.1930 6.2045 0.1 1.7 -1.9 0.070
H -2.0575 1.7329 5.1626 -1.4 -1.7 0.1 0.084
H -3.5313 0.4386 3.1126 1.5 -1.5 1.7 0.098
H -1.0142 0.6517 2.7677 -1.0 -2.3 1.1 0.120
H -0.8051 -0.8897 6.5690 -0.1 -1.4 -1.9 0.128
H -1.3032 -2.5542 5.6938 1.1 1.9 -0.5 0.107
H 1.4212 -2.2144 7.0915 -0.7 -0.1 -2.6 0.181
H 2.5294 -2.7688 4.6764 -1.2 0.4 0.2 0.181
H -0.0290 -3.2085 3.5743 0.9 2.5 -0.4 0.140
H 1.1696 -1.9780 2.5841 -1.3 -0.4 2.5 0.148
C -0.7052 -0.4716 -2.5200 0.0 0.2 -0.1 -0.095
C -0.3474 -1.8818 -2.9413 -0.1 0.2 0.2 -0.310
O 0.5195 -2.4693 -1.9823 0.2 -0.2 0.5 -0.094
H 0.1971 0.1403 -2.4185 -0.1 -0.1 -0.1 0.080
H -1.3696 -0.0028 -3.2513 0.0 0.0 0.1 0.076
H -1.2005 -0.4729 -1.5435 -0.1 0.0 -0.1 0.033
H 0.1667 -1.8741 -3.9070 0.1 -0.1 0.2 0.121
H -1.2433 -2.5035 -3.0323 0.0 0.1 -0.2 0.092
H 0.0505 -2.4791 -1.1303 0.2 0.0 -0.5 0.045
C -4.2693 5.1600 5.4269 0.1 0.1 0.1 -0.087
C -4.1547 4.2287 4.2380 -0.2 0.3 0.2 -0.318
O -4.8454 3.0166 4.5029 -0.6 -0.2 -0.1 -0.127
H -3.8540 4.6907 6.3248 0.0 0.1 -0.2 0.078
H -3.7381 6.0976 5.2405 -0.1 -0.1 0.1 0.080
H -5.3188 5.3860 5.6422 0.1 0.1 -0.1 0.078
H -3.1060 3.9879 4.0398 -0.2 -0.1 0.0 0.107
H -4.5796 4.6857 3.3390 0.2 0.1 0.0 0.113
H -5.7772 3.2405 4.6692 0.5 -0.1 -0.1 0.102
C -5.3267 -2.3705 -2.9442 -0.3 0.1 -0.1 -0.080
C -4.1034 -2.0241 -2.1211 -0.2 -0.1 -0.4 -0.333
O -3.6299 -3.1800 -1.4459 0.5 -0.4 0.2 -0.121
H -6.1199 -2.7716 -2.3047 0.1 0.1 0.0 0.081
H -5.7070 -1.4887 -3.4676 0.0 -0.1 0.0 0.060
H -5.0908 -3.1442 -3.6821 0.0 0.1 0.0 0.077
H -4.3487 -1.2667 -1.3706 0.1 -0.2 0.0 0.114
H -3.3011 -1.6344 -2.7551 -0.1 0.2 0.0 0.086
H -3.4069 -3.8434 -2.1214 -0.2 0.3 0.4 0.090
C -7.3163 1.9947 -4.8253 -0.2 0.0 -0.1 -0.094
C -6.4436 2.0931 -3.5913 0.0 0.1 -0.4 -0.326
O -5.3920 1.1416 -3.6638 0.5 -0.2 -0.1 -0.104
H -7.7386 0.9888 -4.9188 0.0 0.2 0.1 0.078
H -8.1348 2.7188 -4.7828 0.1 -0.1 -0.1 0.076
H -6.7291 2.1790 -5.7308 -0.1 0.1 0.1 0.074
H -7.0293 1.8867 -2.6906 0.2 -0.1 -0.1 0.114
H -6.0073 3.0923 -3.4977 -0.2 0.1 0.1 0.107
H -4.8729 1.3387 -4.4623 -0.3 -0.1 0.4 0.090
C 4.5914 -1.1769 -0.4399 0.1 0.2 0.1 -0.081
C 4.8203 -2.4008 -1.3024 -0.2 0.2 -0.2 -0.315
O 3.7481 -3.3172 -1.1384 -0.4 -0.2 0.2 -0.095
H 4.5092 -1.4593 0.6147 0.1 0.0 -0.1 0.066
H 5.4118 -0.4624 -0.5514 -0.2 0.0 0.0 0.046
H 3.6533 -0.6819 -0.7111 0.1 0.0 -0.1 0.075
H 5.7474 -2.9049 -1.0135 -0.2 -0.1 0.0 0.115
H 4.8907 -2.1283 -2.3599 0.2 0.1 0.1 0.092
H 2.9307 -2.8627 -1.4055 0.3 -0.3 0.0 0.058
C 8.1611 2.6216 -0.8382 0.0 0.1 0.2 -0.090
C 7.6032 1.3100 -1.3507 0.3 0.2 -0.1 -0.323
O 6.5560 1.5573 -2.2773 -0.3 0.0 -0.6 -0.097
H 7.3755 3.2109 -0.3541 0.1 -0.1 0.0 0.079
H 8.9666 2.4483 -0.1191 0.0 0.1 -0.1 0.077
H 8.5497 3.2264 -1.6641 0.1 -0.1 0.1 0.075
H 7.1962 0.7184 -0.5253 -0.1 0.1 -0.2 0.097
H 8.3799 0.7205 -1.8476 0.1 -0.1 0.2 0.115
H 6.9297 2.0759 -3.0104 -0.2 -0.2 0.5 0.092
C 6.5772 -0.8254 -6.2218 0.1 -0.1 -0.2 -0.094
C 5.1895 -0.7717 -5.6174 0.3 0.2 0.1 -0.321
O 5.2796 -0.6151 -4.2090 0.0 0.2 0.1 -0.101
H 7.1502 -1.6561 -5.7970 -0.1 0.1 -0.1 0.079
H 6.5253 -0.9506 -7.3070 0.1 0.0 0.1 0.075
H 7.1326 0.0915 -5.9988 -0.1 0.0 -0.1 0.070
H 4.6459 -1.6985 -5.8238 0.0 0.1 0.2 0.115
H 4.6147 0.0642 -6.0277 0.0 -0.1 -0.2 0.107
H 5.7565 0.2148 -4.0363 -0.2 -0.4 0.2 0.059
```
Forces are in eV/Å.

Values from the calculation:
Orbital gap in eV: 6.36
ΔE to the lowest compared entry with this formula, charge and spin in kcal/mol: 113.81
HOMO energy in Ha: -0.411
Charge: +1
Calculated total energy in a.u.: -2176.3082

***

# 2
C19H21N7O2S2Ta | the ωB97M-V functional and the def2-TZVPD basis

XYZ file:
```
52
Properties=species:S:1:pos:R:3:forces:R:3:lowdin_charge:R:1
Ta -0.8621 0.6966 -0.5925 0.1 -0.1 -0.1 1.459
C -2.9507 -2.7181 1.4278 0.0 0.0 0.0 0.030
C -2.1349 -1.5414 1.0637 0.0 0.0 0.0 -0.199
N -1.9316 -1.1734 -0.1725 0.1 0.0 0.1 -0.140
N -2.5205 -1.9591 -1.1211 0.0 0.0 0.0 0.031
C -2.1009 -1.7224 -2.3230 0.0 0.0 0.1 -0.720
N -2.5452 -2.3890 -3.3717 0.0 0.0 0.0 0.169
S -0.8457 -0.4858 -2.6268 0.0 0.0 0.0 0.706
C -1.4484 -0.7121 2.0653 0.0 0.0 0.0 -0.180
C -1.4369 -0.9651 3.4177 0.0 0.0 0.0 0.067
C -0.7386 -0.1027 4.2632 0.0 0.0 0.0 0.055
C -0.0808 0.9946 3.7298 0.0 0.0 0.0 0.023
C -0.1257 1.1953 2.3642 0.0 0.0 0.0 -0.072
N -0.7862 0.3553 1.5431 -0.1 0.0 0.0 -0.061
H -3.7718 -2.8417 0.7260 0.0 0.0 0.0 0.104
H -3.3320 -2.6502 2.4427 0.0 0.0 0.0 0.096
H -2.3289 -3.6181 1.3482 0.0 0.0 0.0 0.136
H -3.2428 -3.1099 -3.2449 0.0 0.0 0.0 0.149
H -2.2151 -2.2049 -4.3054 0.0 0.0 0.0 0.126
H -1.9553 -1.8219 3.8223 0.0 0.0 0.0 0.139
H -0.7182 -0.2911 5.3291 0.0 0.0 0.0 0.148
H 0.4586 1.6897 4.3576 0.0 0.0 0.0 0.140
H 0.3618 2.0451 1.9038 0.0 0.0 0.0 0.105
O -0.8062 2.8313 -0.0994 -0.1 0.0 0.0 -0.133
C -1.9903 2.9602 -0.5712 0.1 0.1 0.0 -0.441
C -2.8802 4.1352 -0.7487 0.0 0.0 0.0 -0.023
C -4.1158 3.5242 -1.4374 0.0 0.0 0.0 -0.021
C -3.8070 2.0505 -1.6631 0.0 0.1 0.0 -0.381
O -4.3989 1.1941 -2.2148 0.0 0.0 0.0 0.195
N -2.5022 1.8186 -1.0270 -0.1 -0.1 0.0 -0.031
H -2.3694 4.8909 -1.3504 0.0 0.0 0.0 0.155
H -3.0844 4.5986 0.2194 0.0 0.0 0.0 0.156
H -4.3438 3.9835 -2.3985 0.0 0.0 0.0 0.151
H -5.0169 3.5959 -0.8277 0.0 0.0 0.0 0.151
N 1.8671 3.6103 -1.7333 0.0 0.0 0.0 0.201
C 2.0129 2.6487 -0.8503 0.0 0.0 0.1 -0.714
S 1.4434 1.0099 -1.2489 0.0 0.0 0.0 0.676
N 2.6575 2.8187 0.2815 0.0 -0.1 0.0 0.089
C 3.3325 4.0441 0.6608 0.0 0.1 0.0 -0.255
C 4.7177 4.0542 0.7093 0.0 0.0 0.0 -0.001
C 5.3588 5.2272 1.0805 0.0 0.0 0.0 -0.029
C 4.6203 6.3621 1.3881 0.0 0.0 0.0 -0.028
C 3.2316 6.3338 1.3370 0.1 0.0 0.0 -0.041
C 2.5762 5.1662 0.9767 -0.1 -0.1 0.0 -0.039
H 1.4767 3.4167 -2.6423 0.0 0.0 0.0 0.135
H 2.3070 4.5120 -1.5760 0.0 0.0 0.0 0.146
H 2.8544 1.9889 0.8257 0.0 0.0 0.0 0.151
H 5.2921 3.1703 0.4600 0.0 0.0 0.0 0.129
H 6.4388 5.2532 1.1260 0.0 0.0 0.0 0.128
H 5.1288 7.2723 1.6749 0.0 0.0 0.0 0.127
H 2.6613 7.2172 1.5884 0.0 0.0 0.0 0.123
H 1.4927 5.1224 0.9609 0.0 0.0 0.0 0.115
```
Forces are in eV/Å.

Values from the calculation:
Orbital gap in eV: 5.95
ΔE to the lowest compared entry with this formula, charge and spin in kcal/mol: 0.00
HOMO energy in Ha: -0.627
Charge: +3
Calculated total energy in a.u.: -2122.9932

***

# 3
C4H14NO2 | the ωB97M-V functional and the def2-TZVPD basis

XYZ file:
```
21
Properties=species:S:1:pos:R:3:forces:R:3:lowdin_charge:R:1
C 2.3014 -2.0851 0.3425 -1.7 0.2 -1.0 -0.067
C 1.3213 -0.9123 0.6081 0.2 0.8 0.4 -0.240
C 1.6269 0.2390 -0.3290 -0.4 -0.9 1.3 -0.067
C 0.6644 0.9111 -0.9468 0.6 1.9 1.7 -0.056
N -0.6358 1.0897 -0.1945 -0.8 -0.5 -2.1 0.182
H 1.8444 -2.6870 -0.4481 0.1 -0.2 0.1 0.081
H 3.2081 -1.7014 -0.1158 0.4 -0.2 0.6 0.073
H 2.3826 -2.7181 1.2170 0.5 0.1 0.1 0.079
H 0.2557 -1.1442 0.5484 0.3 -0.6 -0.1 0.069
H 1.4577 -0.5657 1.6417 0.2 0.1 0.0 0.124
H 2.6760 0.5109 -0.2746 0.1 -0.1 -1.4 0.131
H 0.8230 1.8056 -1.5333 0.2 -0.2 -0.3 0.116
H -1.0050 2.0171 -0.4437 0.0 0.1 0.2 0.118
H -0.6279 1.0001 0.8184 0.3 -0.4 0.0 0.159
H -1.3672 0.5015 -0.6085 -0.1 -0.3 0.6 0.152
H -2.2458 -1.5421 2.2797 0.2 0.3 0.0 0.057
H -2.2873 -2.3371 1.0263 0.1 0.1 -0.3 0.057
O -1.9497 -1.4954 1.3599 -0.3 -0.3 0.3 -0.059
H -3.4701 3.0098 -1.2664 0.0 -0.5 0.3 0.071
H -2.3724 3.4193 -2.1364 0.4 -0.4 -0.1 0.070
O -2.6002 2.6840 -1.5451 -0.3 0.9 -0.2 -0.050
```
Forces are in eV/Å.

Values from the calculation:
Orbital gap in eV: 10.78
ΔE to the lowest compared entry with this formula, charge and spin in kcal/mol: 46.96
HOMO energy in Ha: -0.515
Charge: +1
Calculated total energy in a.u.: -365.7559